Model w:
Below is an isolated ion of composition C7H12N3 and charge +1, with properties calculated with wB97M-V/def2-TZVPD.

The geometry in ORCA input format:
```
! wB97M-V def2-TZVPD RIJCOSX def2/J DEFGRID3
* xyz 1 1
C -1.38334 1.17831 1.15986
C -0.33409 0.22940 0.65314
N 0.15313 0.43713 -0.67108
C -0.16387 1.27970 -1.67315
C 0.71015 1.01580 -2.68885
C 1.48889 -0.04064 -2.24472
N 1.21308 -0.28017 -0.96279
C -1.00322 -1.44164 0.85571
N 0.44027 -1.68196 1.02968
C 0.69390 -0.37210 1.55061
H -2.07346 1.26544 0.40943
H -0.96097 2.17081 1.33290
H -1.87269 0.72582 1.99513
H -1.00284 1.90629 -1.70489
H 0.88089 1.53351 -3.58344
H 2.36159 -0.66095 -2.72098
H 1.37500 -1.06810 -0.31684
H -1.66157 -1.49303 1.77904
H -1.45004 -2.00439 0.02962
H 0.62326 -2.54465 1.57700
H 1.71190 -0.00414 1.61720
H 0.25405 -0.15043 2.57743
*
```

The value obtained for the highest occupied orbital energy is -13.6949 eV. Its SMILES is CC1([n+]2ccc[nH]2)CNC1. Its orbital gap is 10.35 eV.

Here are the natural (NBO) charges for atoms 1 to 4, given in e: atom 1 (C): -0.62, atom 2 (C): 0.18, atom 3 (N): -0.12, atom 4 (C): 0.04

Model x:
Below is a 2-piece molecular cluster, C7H12N3 overall, with properties calculated with wB97M-V/def2-TZVPD.

The geometry in ORCA input format:
```
! wB97M-V def2-TZVPD RIJCOSX def2/J DEFGRID3
* xyz 1 1
C -2.26148 1.20843 0.28138
C 1.54956 -0.26730 0.37515
C 0.32349 0.25473 1.01565
C 0.64291 0.81205 -0.35872
C 0.95005 1.92726 -1.27105
C -1.70544 -2.15121 0.31087
C -1.18280 -1.07236 -0.69107
N -3.16724 1.75776 0.65178
N 2.69493 0.21935 1.01373
N -0.54962 0.10087 -0.12615
H 1.78117 -1.31050 0.07854
H 0.23609 0.36149 2.14510
H 1.15318 1.58141 -2.35265
H 1.54150 2.62280 -0.82023
H 0.00486 2.47006 -1.46847
H -0.93701 -2.58064 0.97079
H -2.43079 -1.74964 0.89611
H -2.30262 -2.99511 -0.30300
H -2.02333 -0.79694 -1.26329
H -0.49288 -1.63264 -1.36128
H 3.61084 0.27081 0.55398
H 2.56462 0.96933 1.72284
*
```

The value obtained for the highest occupied orbital energy (spin up / spin down) is -13.8003 / -13.8000 eV. Its orbital gap (spin up / spin down) is 6.98 / 6.98 eV.

Here are the natural (NBO) charges for atoms 1 to 4, given in e: atom 1 (C): 0.28, atom 2 (C): -0.03, atom 3 (C): -0.04, atom 4 (C): 0.18

Quick one: most stable of them? model w

Model w:
Below is one molecule with the formula C2H3NOS, with properties calculated with wB97M-V/def2-TZVPD.

The geometry in ORCA input format:
```
! wB97M-V def2-TZVPD RIJCOSX def2/J DEFGRID3
* xyz 0 1
C -2.50717 -0.39187 0.12731
C 0.97993 0.69995 -0.10349
N -1.20184 -0.22706 0.00117
O -0.31445 0.80958 0.14006
S -4.11724 0.19546 -0.05442
H -2.59317 -1.45879 0.35828
H 1.40025 -0.12029 -0.66040
H 1.55680 1.51242 0.29293
*
```

The value obtained for the highest occupied orbital energy (spin up / spin down) is -8.4301 / -8.1847 eV. Its orbital gap (spin up / spin down) is 7.41 / 6.02 eV.

Here are the natural (NBO) charges for atoms 1 to 4, given in e: atom 1 (C): -0.13, atom 2 (C): 0.09, atom 3 (N): -0.21, atom 4 (O): -0.21

Model x:
Below is C2H3NOS as an isolated structure, with properties calculated with wB97M-V/def2-TZVPD.

The geometry in ORCA input format:
```
! wB97M-V def2-TZVPD RIJCOSX def2/J DEFGRID3
* xyz 0 1
C -0.54586 0.32469 -1.15358
C 0.64353 -0.39131 0.61662
N -0.68027 0.07287 0.38290
O -1.25904 0.82045 -1.98486
S 0.97285 -0.53977 -1.15413
H 1.20137 0.40579 0.98167
H 0.70757 -1.27816 1.18297
H -1.04014 0.58543 1.12841
*
```

The value obtained for the highest occupied orbital energy is -10.0226 eV. Its orbital gap is 10.59 eV.

Here are the natural (NBO) charges for atoms 1 to 4, given in e: atom 1 (C): 0.53, atom 2 (C): -0.32, atom 3 (N): -0.67, atom 4 (O): -0.54

Model y:
Below is one molecule with the formula C2H3NOS, with properties calculated with wB97M-V/def2-TZVPD.

The geometry in ORCA input format:
```
! wB97M-V def2-TZVPD RIJCOSX def2/J DEFGRID3
* xyz 0 1
C 0.73546 -0.35250 -0.64278
N -0.48116 0.37865 -0.22535
S -0.20824 1.70432 1.00392
C -1.24512 0.20136 0.80331
O -2.12580 -0.34467 1.34209
H 0.37177 -1.26772 -1.23861
H 1.53902 0.28619 -1.20002
H 1.41408 -0.60564 0.15744
*
```

The value obtained for the highest occupied orbital energy is -9.1672 eV. Its SMILES is CN1SC1=O. Its orbital gap is 9.47 eV.

Here are the natural (NBO) charges for atoms 1 to 4, given in e: atom 1 (C): -0.43, atom 2 (N): -0.48, atom 3 (S): 0.06, atom 4 (C): 0.67

Quick one: most stable of them? model x

Model w:
Below is one molecule with the formula C5H6N2, with properties calculated with wB97M-V/def2-TZVPD.

The geometry in ORCA input format:
```
! wB97M-V def2-TZVPD RIJCOSX def2/J DEFGRID3
* xyz 0 1
N -1.60888 0.80335 -0.51331
C -2.70986 0.37318 -0.53549
C -0.27401 0.89431 -0.92236
C 0.84616 0.74736 0.00550
C 0.46938 -0.18130 1.15244
C 0.19167 -1.24611 0.07102
N 0.55795 -0.30774 -1.03735
H -0.17570 1.50019 -1.81511
H 1.68702 1.43988 -0.03959
H 1.32400 -0.41311 1.78394
H -0.38033 0.11831 1.77510
H 0.89749 -2.08387 0.09304
H -0.82489 -1.64445 -0.01783
*
```

The value obtained for the highest occupied orbital energy is -9.6564 eV. Its orbital gap is 10.64 eV.

Here are the natural (NBO) charges for atoms 1 to 4, given in e: atom 1 (N): -0.55, atom 2 (C): 0.32, atom 3 (C): 0.03, atom 4 (C): -0.08

Model x:
Below is one molecule with the formula C5H6N2, with properties calculated with wB97M-V/def2-TZVPD.

The geometry in ORCA input format:
```
! wB97M-V def2-TZVPD RIJCOSX def2/J DEFGRID3
* xyz 0 1
C 1.76854 -0.00446 -0.44332
N 1.11603 1.13205 -0.32070
C 0.01269 0.76450 0.36982
C -1.41463 1.14105 0.33800
C -1.16012 -0.29716 -0.09704
N 0.01515 -0.52067 0.94326
C 0.99832 -1.11287 0.05873
H 2.69152 -0.05241 -1.01462
H -1.66427 1.85013 -0.45079
H -1.92455 1.32038 1.28722
H -1.90986 -1.08207 -0.06073
H 0.05357 -1.04326 -0.87058
H 1.41759 -2.09520 0.26074
*
```

The value obtained for the highest occupied orbital energy is -8.4311 eV. Its SMILES is C1=N[C@@]23C[C@@H]2N3C1. Its orbital gap is 9.22 eV.

Here are the natural (NBO) charges for atoms 1 to 4, given in e: atom 1 (C): 0.10, atom 2 (N): -0.44, atom 3 (C): 0.39, atom 4 (C): -0.44

Quick one: most stable of them? model w

Model w:
Below is one molecule with the formula C5H6N2, with properties calculated with wB97M-V/def2-TZVPD.

The geometry in ORCA input format:
```
! wB97M-V def2-TZVPD RIJCOSX def2/J DEFGRID3
* xyz 0 1
H 1.95670 -0.68074 1.89366
N 1.18814 -0.05414 1.65421
C 0.50279 -0.43287 0.65720
C 0.61087 -1.51376 -0.31885
C -0.51737 -1.46711 -1.10721
N -1.23728 -0.31015 -0.92751
C -0.48145 0.39348 -0.09678
C -0.60503 1.85183 0.06142
H 1.35655 -2.28784 -0.28789
H -0.85181 -2.18547 -1.84009
H 0.13436 2.36494 -0.56743
H -1.60660 2.16964 -0.21532
H -0.44987 2.15220 1.09461
*
```

The value obtained for the highest occupied orbital energy (spin up / spin down) is -8.6844 / -8.6852 eV. Its SMILES is [H]/N=C1\C=CN=C1C. Its orbital gap (spin up / spin down) is 7.69 / 7.69 eV.

Here are the natural (NBO) charges for atoms 1 to 4, given in e: atom 1 (H): 0.35, atom 2 (N): -0.53, atom 3 (C): 0.18, atom 4 (C): -0.38

Model x:
Below is a 3-piece molecular cluster, C5H6N2 overall, with properties calculated with wB97M-V/def2-TZVPD.

The geometry in ORCA input format:
```
! wB97M-V def2-TZVPD RIJCOSX def2/J DEFGRID3
* xyz 0 1
C -0.82109 -0.65191 0.65077
C -0.77724 0.79286 0.43803
C -0.28438 -1.20359 -0.48059
C -0.29427 1.09056 -0.83240
C 0.04597 -0.11228 -1.34786
N 1.88696 0.13503 0.95088
N 1.87374 -0.22499 -0.11843
H -1.38648 -1.09256 1.58961
H -1.32257 1.48051 1.06832
H -0.30499 -2.23171 -0.68319
H 0.09576 2.03655 -1.42403
H 0.59225 -0.27528 -2.31066
H 0.38315 0.22187 1.16380
*
```

The value obtained for the highest occupied orbital energy is -8.6373 eV. Its orbital gap is 9.74 eV.

Here are the natural (NBO) charges for atoms 1 to 4, given in e: atom 1 (C): -0.29, atom 2 (C): -0.34, atom 3 (C): -0.32, atom 4 (C): -0.32

Model y:
Below is C5H6N2 as an isolated structure, with properties calculated with wB97M-V/def2-TZVPD.

The geometry in ORCA input format:
```
! wB97M-V def2-TZVPD RIJCOSX def2/J DEFGRID3
* xyz 0 1
C 0.90647 -1.25360 -0.89009
C -0.78366 0.10454 -0.60977
C -1.08939 1.02306 0.54013
C 0.22191 0.53507 1.02454
C 0.70989 0.05845 -0.35518
N -0.22938 -1.87964 -1.21726
N -1.27143 -1.06122 -0.95020
H 1.83255 -1.75016 -1.15896
H -1.21391 2.14689 0.30251
H -1.87592 0.67432 1.22658
H 1.14233 1.17797 1.37637
H 0.08231 -0.37162 1.51239
H 1.56824 0.59595 -0.80109
*
```

The value obtained for the highest occupied orbital energy is -9.5058 eV. Its orbital gap is 9.76 eV.

Here are the natural (NBO) charges for atoms 1 to 4, given in e: atom 1 (C): 0.03, atom 2 (C): 0.26, atom 3 (C): -0.44, atom 4 (C): -0.36

Model z:
Below is C5H6N2 as an isolated structure, with properties calculated with wB97M-V/def2-TZVPD.

The geometry in ORCA input format:
```
! wB97M-V def2-TZVPD RIJCOSX def2/J DEFGRID3
* xyz 0 1
C -1.20481 1.55765 0.99047
C -0.20258 -1.43621 -0.29969
C -1.31080 -0.69926 -0.44918
C 1.09353 -0.64679 -0.10086
C 0.70679 0.85234 -0.25760
N -1.71374 2.09190 1.88094
N -0.68856 1.00639 -0.03462
H -0.09142 -2.61396 -0.36594
H -2.30115 -0.68487 -0.32334
H 1.63061 -0.83240 0.87727
H 1.80285 -1.07945 -0.84176
H 1.33112 1.51181 0.24455
H 0.94816 0.97285 -1.32023
*
```

The value obtained for the highest occupied orbital energy is -8.9545 eV. Its orbital gap is 9.58 eV.

Here are the natural (NBO) charges for atoms 1 to 4, given in e: atom 1 (C): 0.40, atom 2 (C): -0.20, atom 3 (C): 0.03, atom 4 (C): -0.44

Quick one: most stable of them? model w